Molecular formula: C12H33Br2N3O3V
Method: DFT, the ωB97M-V functional and the def2-TZVPD basis

Summary:
Multiplicity = 4
LUMO level (alpha / beta) = 0.53 / 0.53 eV
Kohn-Sham gap (alpha / beta) = 7.85 / 9.02 eV
Maximum force = 1.90 eV/A
Energy relative to the best compared isomer or geometry (same formula, charge and spin) = 0.00 kcal/mol
HOMO energy (alpha / beta) = -7.32 / -8.49 eV

Cartesian coordinates (Å):
1 V -29.0489 8.7083 -24.1100
2 Br -30.2230 6.8236 -22.6286
3 Br -27.8353 10.8328 -25.5769
4 C -26.5012 5.1686 -24.6963
5 C -26.4985 6.6054 -24.1163
6 C -25.1078 7.2049 -24.1000
7 O -24.6422 7.3513 -25.4136
8 C -23.2290 7.4137 -25.5366
9 N -27.4366 7.4404 -24.9314
10 H -25.7234 4.5328 -24.2552
11 H -26.2591 5.1064 -25.7589
12 H -27.4446 4.6956 -24.4274
13 H -26.9201 6.4728 -23.1185
14 H -24.4619 6.5224 -23.5305
15 H -25.0737 8.1883 -23.6075
16 H -22.9051 8.4456 -25.3575
17 H -22.9541 7.1714 -26.5568
18 H -22.7954 6.7820 -24.7604
19 H -26.7817 8.0014 -25.4904
20 H -27.8206 6.8266 -25.6463
21 C -30.1430 8.8441 -27.8840
22 C -31.0574 8.9276 -26.6544
23 C -32.4731 8.5396 -27.0153
24 O -32.9515 9.3533 -28.0551
25 C -34.3364 9.2718 -28.3303
26 N -30.5368 8.0177 -25.6080
27 H -30.1216 9.7769 -28.4412
28 H -30.2833 7.9092 -28.4205
29 H -29.1225 8.8688 -27.4741
30 H -31.0834 9.9578 -26.2962
31 H -33.2061 8.5562 -26.1957
32 H -32.4454 7.4935 -27.3729
33 H -34.6063 8.2163 -28.4189
34 H -34.4822 9.7501 -29.2994
35 H -34.8963 9.8786 -27.6132
36 H -31.2986 7.6396 -25.0400
37 H -30.2069 7.1926 -26.1097
38 C -27.9953 10.9064 -20.3605
39 C -28.7217 10.0665 -21.3935
40 C -29.8295 10.8660 -22.0856
41 O -30.4532 10.0761 -23.0990
42 C -31.5843 10.7500 -23.6214
43 N -27.7890 9.4361 -22.3588
44 H -27.3747 11.6109 -20.9249
45 H -27.3231 10.3063 -19.7494
46 H -28.6934 11.4811 -19.7528
47 H -29.2137 9.1661 -21.0041
48 H -29.4285 11.7807 -22.5354
49 H -30.5804 11.0100 -21.3028
50 H -32.2228 11.1281 -22.8223
51 H -32.1189 10.0927 -24.3017
52 H -31.2639 11.6143 -24.2169
53 H -27.0745 9.0015 -21.7768
54 H -27.2437 10.1184 -22.9027